The following is a DFT calculation (ωB97M-V/def2-TZVPD) of a single C3H7NO3S molecule in a non-equilibrium geometry.

LUMO energy, eV: 0.56
Structure (SMILES): CC(=O)NS(C)(=O)=O
Kohn-Sham gap, eV: 11.1013
Max |F|, eV/Å: 3.3
HOMO, eV: -10.54
Molar mass, g/mol: 137.2

Last column: natural (NBO) charge in e.
CARTESIAN COORDINATES (ANGSTROEM)
C: -0.81692 -0.33810 -0.76144  0.71
C: -1.04332 -0.83806 -2.26278  -0.71
C: 0.21247 0.63751 2.27421  -0.84
N: 0.48654 -0.53925 -0.30167  -0.91
O: -1.57743 0.25814 -0.06815  -0.58
O: 1.06415 1.98726 0.18377  -0.91
O: 2.52017 0.20174 0.79000  -0.95
S: 1.15337 0.65606 0.71413  2.27
H: -1.47382 0.06529 -2.76566  0.25
H: -0.05738 -1.17358 -2.61951  0.22
H: -1.86188 -1.50300 -2.22603  0.24
H: 0.99436 0.70395 2.95579  0.25
H: -0.57885 1.42178 2.28135  0.28
H: -0.12622 -0.30708 2.56731  0.24
H: 1.10476 -1.23265 -0.76133  0.44